(1)
The following is a DFT calculation (ωB97M-V with the def2-TZVPD basis set) of an isolated molecule of C21H26N2O5S.

Properties
LUMO, hartree: 0.022
E_HOMO, eV: -8.3037
Kohn-Sham gap, eV: 8.90

Bonds (Å) are listed after each position.
Geometry (Å):
1 C -7.156 -2.638 0.362  C2 1.497, H53 1.087, H54 1.090, H55 1.087
2 C -5.995 -1.705 0.212  C1 1.497, C3 1.390, C7 1.390
3 C -4.773 -2.160 -0.270  C2 1.390, C4 1.382, H52 1.080
4 C -3.693 -1.306 -0.391  C3 1.382, C5 1.389, H51 1.079
5 C -3.820 0.027 -0.023  C4 1.389, C6 1.389, N10 1.413
6 C -5.035 0.494 0.463  C5 1.389, C7 1.382, H9 1.080
7 C -6.109 -0.368 0.575  C2 1.390, C6 1.382, H8 1.080
8 H -7.051 0.002 0.955  C7 1.080
9 H -5.130 1.528 0.759  C6 1.080
10 N -2.719 0.904 -0.143  C5 1.413, C11 1.357, C14 1.379
11 C -1.558 0.797 0.552  N10 1.357, C12 1.389, C47 1.484
12 C -0.729 1.836 0.147  C11 1.389, C13 1.424, C20 1.445
13 C -1.440 2.577 -0.839  C12 1.424, C14 1.362, H19 1.071
14 C -2.660 1.989 -0.992  N10 1.379, C13 1.362, C15 1.488
15 C -3.785 2.338 -1.901  C14 1.488, H16 1.089, H17 1.087, H18 1.090
16 H -4.206 1.441 -2.353  C15 1.089
17 H -3.425 2.996 -2.686  C15 1.087
18 H -4.584 2.852 -1.365  C15 1.090
19 H -1.074 3.441 -1.355  C13 1.071
20 C 0.610 2.082 0.630  C12 1.445, O21 1.213, O22 1.357
21 O 1.178 1.461 1.503  C20 1.213
22 O 1.221 3.086 -0.050  C20 1.357, C23 1.420
23 C 2.575 3.333 0.301  O22 1.420, H24 1.093, H25 1.095, C26 1.532
24 H 2.989 3.945 -0.504  C23 1.093
25 H 2.621 3.891 1.242  C23 1.095
26 C 3.412 2.069 0.518  C23 1.532, O27 1.213, N28 1.361
27 O 4.168 2.002 1.465  C26 1.213
28 N 3.322 1.076 -0.408  C26 1.361, C29 1.445, C33 1.455
29 C 2.648 1.168 -1.683  N28 1.445, H30 1.084, H31 1.092, H32 1.094
30 H 2.085 2.091 -1.768  C29 1.084
31 H 1.953 0.335 -1.813  C29 1.092
32 H 3.384 1.141 -2.491  C29 1.094
33 C 3.800 -0.235 0.005  N28 1.455, C34 1.532, C41 1.537, H46 1.096
34 C 2.645 -1.109 0.504  C33 1.532, H35 1.084, H36 1.085, S37 1.819
35 H 2.562 -1.118 1.585  C34 1.084
36 H 1.691 -0.821 0.074  C34 1.085
37 S 3.037 -2.784 -0.086  C34 1.819, O38 1.440, O39 1.436, C40 1.823
38 O 2.251 -3.058 -1.261  S37 1.440
39 O 2.987 -3.753 0.973  S37 1.436
40 C 4.746 -2.409 -0.597  S37 1.823, C41 1.511, H44 1.084, H45 1.085
41 C 4.554 -0.996 -1.097  C33 1.537, C40 1.511, H42 1.091, H43 1.091
42 H 3.951 -1.047 -2.004  C41 1.091
43 H 5.497 -0.497 -1.322  C41 1.091
44 H 5.065 -3.107 -1.363  C40 1.084
45 H 5.378 -2.476 0.282  C40 1.085
46 H 4.490 -0.041 0.834  C33 1.096
47 C -1.317 -0.266 1.559  C11 1.484, H48 1.091, H49 1.089, H50 1.086
48 H -1.012 -1.198 1.082  C47 1.091
49 H -2.221 -0.462 2.135  C47 1.089
50 H -0.518 0.049 2.223  C47 1.086
51 H -2.752 -1.667 -0.777  C4 1.079
52 H -4.666 -3.195 -0.559  C3 1.080
53 H -8.096 -2.119 0.192  C1 1.087
54 H -7.175 -3.045 1.373  C1 1.090
55 H -7.079 -3.470 -0.334  C1 1.087

---

(2)
The following is a DFT calculation (ωB97M-V with the def2-TZVPD basis set) of an isolated molecule of C21H26N2O5S.

Properties
LUMO, hartree: 0.024
E_HOMO, eV: -8.3825
Kohn-Sham gap, eV: 9.03

Bonds (Å) are listed after each position.
Geometry (Å):
1 C 5.442 1.257 4.561  H2 1.094, H3 1.089, H4 1.094, O5 1.410
2 H 5.748 1.058 3.530  C1 1.094
3 H 6.325 1.403 5.181  C1 1.089
4 H 4.824 2.159 4.587  C1 1.094
5 O 4.767 0.153 5.121  C1 1.410, C6 1.358
6 C 3.599 -0.239 4.548  O5 1.358, C7 1.390, C11 1.396
7 C 3.020 0.350 3.431  C6 1.390, C8 1.381, H55 1.077
8 C 1.827 -0.134 2.931  C7 1.381, C9 1.393, S19 1.794
9 C 1.170 -1.216 3.513  C8 1.393, C10 1.397, O14 1.352
10 C 1.750 -1.796 4.644  C9 1.397, C11 1.379, H13 1.078
11 C 2.941 -1.314 5.148  C6 1.396, C10 1.379, H12 1.078
12 H 3.384 -1.763 6.022  C11 1.078
13 H 1.274 -2.628 5.137  C10 1.078
14 O 0.033 -1.642 2.917  C9 1.352, C15 1.410
15 C -0.735 -2.646 3.540  O14 1.410, H16 1.088, H17 1.094, H18 1.095
16 H -1.619 -2.758 2.915  C15 1.088
17 H -1.038 -2.353 4.549  C15 1.094
18 H -0.195 -3.598 3.580  C15 1.095
19 S 1.137 0.770 1.544  C8 1.794, O20 1.434, O21 1.437, N22 1.689
20 O -0.297 0.733 1.564  S19 1.434
21 O 1.739 2.074 1.541  S19 1.437
22 N 1.807 -0.026 0.213  S19 1.689, C23 1.450, C47 1.448
23 C 1.588 0.710 -1.017  N22 1.450, C24 1.531, H53 1.096, H54 1.091
24 C 0.167 0.530 -1.557  C23 1.531, H25 1.092, H26 1.091, C27 1.535
25 H 0.061 1.091 -2.489  C24 1.092
26 H -0.535 0.931 -0.825  C24 1.091
27 C -0.121 -0.964 -1.762  C24 1.535, C28 1.527, C46 1.528, H52 1.098
28 C -1.550 -1.172 -2.260  C27 1.527, O29 1.211, N30 1.355
29 O -2.418 -1.707 -1.606  C28 1.211
30 N -1.753 -0.728 -3.523  C28 1.355, H31 1.008, C32 1.449
31 H -1.018 -0.223 -3.992  N30 1.008
32 C -3.075 -0.641 -4.109  N30 1.449, C33 1.507, H44 1.095, H45 1.095
33 C -3.548 0.788 -4.186  C32 1.507, C34 1.390, C38 1.387
34 C -3.550 1.571 -3.038  C33 1.390, C35 1.382, H43 1.080
35 C -3.960 2.891 -3.092  C34 1.382, C36 1.385, H42 1.080
36 C -4.375 3.440 -4.294  C35 1.385, C37 1.384, H41 1.080
37 C -4.379 2.665 -5.440  C36 1.384, C38 1.385, H40 1.080
38 C -3.962 1.346 -5.387  C33 1.387, C37 1.385, H39 1.081
39 H -3.964 0.744 -6.285  C38 1.081
40 H -4.703 3.089 -6.379  C37 1.080
41 H -4.697 4.471 -4.336  C36 1.080
42 H -3.957 3.491 -2.194  C35 1.080
43 H -3.234 1.138 -2.100  C34 1.080
44 H -3.731 -1.224 -3.456  C32 1.095
45 H -3.064 -1.097 -5.104  C32 1.095
46 C 0.086 -1.687 -0.431  C27 1.528, C47 1.526, H50 1.090, H51 1.091
47 C 1.501 -1.435 0.083  N22 1.448, C46 1.526, H48 1.097, H49 1.089
48 H 2.238 -1.861 -0.609  C47 1.097
49 H 1.644 -1.894 1.060  C47 1.089
50 H -0.631 -1.305 0.295  C46 1.090
51 H -0.084 -2.757 -0.554  C46 1.091
52 H 0.571 -1.365 -2.514  C27 1.098
53 H 2.324 0.359 -1.750  C23 1.096
54 H 1.785 1.758 -0.790  C23 1.091
55 H 3.443 1.202 2.926  C7 1.077

---

Energetically preferred structure: (1) | next structure: +115.0 kJ/mol

---

(1)
The following is a DFT calculation (ωB97M-V with the def2-TZVPD basis set) of an isolated molecule of C2H5FIN.

Properties
LUMO, hartree: -0.019
E_HOMO, eV: -8.9413
Kohn-Sham gap, eV: 8.43

Bonds (Å) are listed after each position.
Geometry (Å):
1 C 1.006 0.324 0.466  C2 1.561, H6 1.074, H7 1.176, H8 1.099
2 C -0.499 -0.019 0.696  C1 1.561, N3 1.813, H9 1.065, H10 1.059
3 N -1.186 -0.615 -0.873  C2 1.813, F4 1.388, I5 2.116
4 F -1.725 0.454 -1.576  N3 1.388
5 I 0.069 -1.565 -2.288  N3 2.116
6 H 1.126 1.222 1.042  C1 1.074
7 H 1.860 -0.418 0.789  C1 1.176
8 H 1.145 0.398 -0.621  C1 1.099
9 H -0.782 -0.669 1.491  C2 1.065
10 H -1.014 0.888 0.874  C2 1.059

---

(2)
The following is a DFT calculation (ωB97M-V with the def2-TZVPD basis set) of an isolated molecule of C2H5FIN.

Properties
LUMO, hartree: 0.014
E_HOMO, eV: -9.4401
Kohn-Sham gap, eV: 9.82

Bonds (Å) are listed after each position.
Geometry (Å):
1 C -1.285 0.314 -0.089  N3 1.487, H6 1.095, H7 1.089, H8 1.158
2 C 1.044 -0.436 0.280  N3 1.404, F4 1.392, I5 2.184, H9 1.062
3 N 0.172 0.473 -0.340  C1 1.487, C2 1.404, H10 1.042
4 F 0.944 -1.795 -0.007  C2 1.392
5 I 3.076 0.330 0.049  C2 2.184
6 H -1.541 0.490 0.961  C1 1.095
7 H -1.916 1.078 -0.543  C1 1.089
8 H -1.655 -0.765 -0.294  C1 1.158
9 H 0.975 -0.391 1.338  C2 1.062
10 H 0.185 0.703 -1.356  N3 1.042

---

Energetically preferred structure: (2) | next structure: +342.7 kJ/mol